(1)
221
Properties=species:S:1:pos:R:3 method="wB97M-V/def2-TZVPD" fmax_ha_per_bohr=0.097 gap_ev=7.60 total_charge=+2
Rb -23.050 40.991 -10.971
S -22.762 37.630 -10.695
O -22.105 38.613 -9.847
O -24.021 37.338 -10.024
O -22.966 38.223 -11.987
O -22.005 36.400 -10.846
S -25.486 43.012 -9.863
O -25.642 41.661 -10.304
O -26.449 43.750 -10.665
O -25.824 43.043 -8.464
O -24.200 43.621 -10.090
C -23.328 48.461 -12.221
C -24.704 48.057 -11.871
C -25.457 47.149 -12.905
C -25.018 45.629 -12.929
P -26.004 44.436 -13.984
C -25.799 45.061 -15.850
C -24.377 45.656 -16.188
C -24.115 45.912 -17.637
C -22.882 46.798 -17.984
C -25.102 42.765 -13.815
C -25.703 41.490 -14.455
C -25.015 41.250 -15.729
C -25.619 40.159 -16.503
C -27.750 44.079 -13.594
C -28.786 45.235 -13.763
C -30.089 44.960 -13.021
C -30.846 43.787 -13.453
H -22.834 47.540 -12.530
H -22.672 48.808 -11.422
H -23.341 49.121 -13.088
H -25.385 48.869 -11.616
H -24.726 47.570 -10.896
H -25.358 47.600 -13.893
H -26.542 47.249 -12.858
H -25.058 45.222 -11.919
H -23.968 45.544 -13.212
H -26.529 45.870 -15.856
H -26.075 44.215 -16.480
H -23.618 44.966 -15.818
H -24.245 46.614 -15.684
H -24.926 46.487 -18.083
H -24.236 45.102 -18.356
H -22.789 46.904 -19.065
H -22.006 46.394 -17.476
H -22.846 47.839 -17.664
H -25.007 42.600 -12.741
H -24.086 42.979 -14.147
H -26.765 41.547 -14.693
H -25.651 40.675 -13.733
H -23.948 41.148 -15.528
H -25.107 42.097 -16.409
H -25.513 39.227 -15.949
H -25.188 40.134 -17.504
H -26.671 40.413 -16.629
H -27.844 43.680 -12.584
H -27.930 43.246 -14.273
H -29.060 45.235 -14.818
H -28.354 46.195 -13.481
H -30.604 45.920 -12.997
H -29.780 44.823 -11.984
H -31.335 43.895 -14.421
H -31.618 43.654 -12.696
H -30.135 42.961 -13.473
C -17.415 35.863 -6.430
C -18.919 35.660 -6.354
N -19.788 36.060 -7.621
C -19.558 34.852 -8.609
C -21.274 36.324 -7.366
C -21.866 35.295 -6.340
C -19.282 37.296 -8.435
C -19.176 38.644 -7.718
O -19.302 38.569 -6.374
C -18.260 39.188 -5.552
H -16.931 35.201 -7.149
H -16.843 35.911 -5.504
H -17.217 36.850 -6.849
H -19.431 36.286 -5.624
H -19.141 34.639 -6.043
H -18.499 34.815 -8.864
H -20.159 34.863 -9.519
H -19.947 33.957 -8.123
H -21.863 36.466 -8.272
H -21.301 37.342 -6.978
H -22.956 35.314 -6.347
H -21.545 35.689 -5.376
H -21.428 34.301 -6.434
H -20.039 37.522 -9.186
H -18.356 37.220 -9.005
H -19.852 39.440 -8.031
H -18.125 38.856 -7.913
H -17.324 38.632 -5.610
H -18.556 39.127 -4.505
H -18.122 40.217 -5.884
C -21.999 40.976 -6.249
C -23.038 39.966 -5.775
N -24.515 40.159 -6.363
C -24.701 40.202 -7.922
C -25.425 39.025 -5.812
C -24.935 37.583 -6.184
C -24.972 41.592 -5.880
C -24.806 41.861 -4.377
O -25.530 41.049 -3.511
C -26.791 41.562 -3.044
H -20.992 40.639 -6.001
H -22.161 41.890 -5.678
H -22.014 41.067 -7.335
H -23.108 39.854 -4.693
H -22.742 39.055 -6.295
H -24.161 41.041 -8.360
H -25.768 40.299 -8.123
H -24.409 39.285 -8.434
H -26.493 39.236 -5.867
H -25.203 39.156 -4.753
H -25.103 37.368 -7.239
H -25.470 36.767 -5.698
H -23.874 37.344 -6.109
H -26.019 41.781 -6.119
H -24.396 42.306 -6.469
H -25.103 42.895 -4.203
H -23.767 41.723 -4.078
H -27.291 41.944 -3.934
H -26.543 42.356 -2.340
H -27.402 40.768 -2.616
C -28.453 40.205 -12.219
C -28.727 38.730 -12.048
N -27.630 37.970 -11.221
C -27.229 38.803 -10.041
C -28.297 36.575 -10.768
C -27.496 35.858 -9.601
C -26.223 37.768 -12.026
C -26.189 37.357 -13.451
O -26.929 36.172 -13.655
C -26.918 35.690 -15.008
H -29.150 40.830 -12.778
H -27.525 40.426 -12.746
H -28.462 40.866 -11.352
H -28.610 38.249 -13.019
H -29.752 38.614 -11.696
H -26.593 39.636 -10.341
H -26.664 38.031 -9.519
H -28.061 39.205 -9.462
H -28.405 35.957 -11.659
H -29.299 36.788 -10.396
H -27.899 34.853 -9.475
H -27.654 36.408 -8.673
H -26.427 35.683 -9.725
H -25.645 37.126 -11.361
H -25.722 38.734 -12.084
H -25.151 37.248 -13.763
H -26.644 38.175 -14.009
H -27.315 34.675 -14.999
H -25.947 35.836 -15.482
H -27.463 36.369 -15.663
C -15.393 40.564 -10.194
C -15.993 39.261 -10.973
C -17.287 39.308 -11.791
C -17.857 38.036 -12.426
N -19.177 38.240 -13.306
C -19.951 36.904 -13.516
C -20.616 37.081 -14.950
C -19.746 38.058 -15.760
C -18.749 38.669 -14.769
C -20.197 39.267 -12.578
H -14.743 40.176 -9.410
H -16.158 41.289 -9.917
H -14.738 41.058 -10.912
H -16.139 38.566 -10.146
H -15.134 38.828 -11.485
H -17.005 40.077 -12.511
H -18.036 39.895 -11.259
H -18.226 37.465 -11.574
H -17.222 37.197 -12.711
H -20.649 36.704 -12.703
H -19.231 36.093 -13.627
H -21.633 37.466 -14.877
H -20.652 36.125 -15.472
H -20.297 38.855 -16.260
H -19.220 37.520 -16.549
H -18.673 39.756 -14.777
H -17.812 38.111 -14.780
H -20.497 38.772 -11.655
H -21.030 39.460 -13.255
H -19.700 40.225 -12.423
C -18.130 42.535 -8.258
C -19.500 42.787 -7.578
C -20.138 44.180 -7.973
C -21.531 44.377 -7.538
N -22.107 45.691 -8.169
C -21.235 46.895 -7.783
C -20.513 47.367 -9.017
C -20.899 46.493 -10.192
C -22.220 45.796 -9.756
C -23.551 45.893 -7.574
H -18.315 42.246 -9.292
H -17.499 41.729 -7.884
H -17.470 43.400 -8.195
H -19.382 42.700 -6.497
H -20.071 41.939 -7.957
H -20.030 44.204 -9.057
H -19.620 44.839 -7.276
H -21.503 44.436 -6.450
H -22.237 43.596 -7.821
H -21.890 47.733 -7.542
H -20.555 46.674 -6.961
H -20.697 48.421 -9.224
H -19.491 47.326 -8.641
H -21.071 47.184 -11.017
H -20.166 45.745 -10.495
H -23.092 46.445 -9.843
H -22.413 44.863 -10.286
H -23.965 46.820 -7.971
H -23.546 45.937 -6.485
H -24.229 45.163 -8.016
As -20.576 43.107 -13.102
F -21.733 41.836 -13.754
F -19.137 42.137 -13.464
F -19.468 44.493 -12.548
F -21.853 44.063 -12.462
F -20.525 42.238 -11.512
F -20.603 43.809 -14.838

---

(2)
240
Properties=species:S:1:pos:R:3 method="wB97M-V/def2-TZVPD" fmax_ha_per_bohr=0.051 gap_ev=8.53 e_above_lowest_kcal_mol=160.2
C -10.551 -2.197 3.260
C -10.863 -1.434 1.963
C -12.341 -0.884 1.893
O -13.289 -1.967 2.034
C -14.702 -1.737 1.815
N -9.927 -0.290 1.866
H -10.667 -1.489 4.081
H -9.500 -2.483 3.223
H -11.177 -3.065 3.464
H -10.757 -2.143 1.141
H -12.468 -0.336 0.959
H -12.488 -0.217 2.743
H -14.965 -0.893 2.454
H -15.413 -2.490 2.156
H -15.003 -1.471 0.802
H -9.062 -0.630 2.260
H -9.810 -0.094 0.882
C -6.820 -7.183 12.140
C -8.137 -7.482 11.377
C -7.973 -7.161 9.876
O -7.373 -5.916 9.655
C -7.295 -5.538 8.293
N -8.509 -8.886 11.539
H -6.636 -6.123 12.316
H -5.921 -7.523 11.626
H -6.743 -7.690 13.102
H -8.875 -6.785 11.774
H -8.984 -7.051 9.482
H -7.514 -7.902 9.221
H -6.483 -4.834 8.114
H -8.184 -4.949 8.071
H -7.187 -6.364 7.590
H -8.696 -9.066 12.515
H -9.370 -9.218 11.127
C -3.181 1.911 19.895
C -2.190 1.669 18.680
C -2.154 2.812 17.689
O -3.455 2.877 17.013
C -3.496 3.768 15.870
N -0.856 1.552 19.292
H -3.246 1.042 20.550
H -4.233 2.021 19.631
H -2.934 2.736 20.564
H -2.394 0.804 18.049
H -1.361 2.726 16.947
H -1.989 3.770 18.182
H -2.582 3.750 15.275
H -3.836 4.787 16.049
H -4.252 3.371 15.192
H -0.827 0.758 19.915
H -0.676 2.427 19.763
C -14.625 9.343 11.454
C -14.913 10.061 12.771
O -15.853 9.228 13.461
H -15.354 8.717 10.938
H -13.710 8.756 11.529
H -14.453 10.147 10.739
H -15.372 11.014 12.508
H -14.011 10.383 13.291
H -16.280 9.720 14.167
C -6.920 7.348 20.468
C -6.478 7.588 18.990
O -6.165 8.943 18.733
H -6.203 7.795 21.156
H -6.958 6.272 20.636
H -7.901 7.712 20.773
H -7.281 7.286 18.318
H -5.598 6.973 18.800
H -5.567 8.937 17.982
C -17.317 -3.888 7.123
C -17.271 -2.554 7.753
O -18.494 -2.334 8.509
H -17.242 -4.696 7.852
H -16.474 -3.904 6.433
H -18.204 -4.157 6.548
H -17.042 -1.791 7.010
H -16.434 -2.621 8.448
H -18.468 -3.002 9.198
C -15.316 3.111 8.353
C -16.363 4.118 7.721
O -17.466 4.255 8.512
H -14.947 3.353 9.349
H -14.392 3.047 7.778
H -15.736 2.106 8.400
H -16.698 3.730 6.759
H -15.899 5.083 7.514
H -18.085 3.537 8.361
C -15.757 -5.282 12.496
C -17.235 -5.604 12.660
O -18.023 -4.413 12.455
H -15.505 -4.487 13.197
H -15.460 -4.884 11.526
H -15.291 -6.233 12.758
H -17.386 -6.022 13.655
H -17.449 -6.358 11.902
H -17.871 -3.855 13.221
C -11.545 4.147 14.582
O -11.374 2.873 15.197
C -10.139 2.719 15.900
C -10.011 1.241 16.333
N -10.143 0.254 15.226
C -9.012 0.294 14.220
C -9.379 -0.631 13.013
O -10.441 0.058 12.329
C -10.898 -0.673 11.168
H -12.469 4.217 14.008
H -10.680 4.397 13.967
H -11.528 4.944 15.325
H -10.183 3.338 16.796
H -9.304 3.026 15.271
H -10.782 1.037 17.076
H -9.084 1.001 16.854
H -11.009 0.491 14.763
H -8.097 0.081 14.772
H -8.860 1.310 13.856
H -9.736 -1.615 13.317
H -8.504 -0.675 12.365
H -11.807 -0.169 10.838
H -11.093 -1.708 11.451
H -10.106 -0.621 10.421
C -11.516 -7.120 16.790
O -12.298 -8.248 17.102
C -11.675 -9.449 16.616
C -10.404 -10.024 17.292
N -10.067 -11.319 16.672
C -9.033 -12.031 17.479
C -8.830 -13.370 16.834
O -9.992 -14.219 17.053
C -9.845 -15.559 16.561
H -11.550 -6.798 15.749
H -10.520 -7.282 17.202
H -11.994 -6.346 17.390
H -11.476 -9.349 15.549
H -12.456 -10.209 16.658
H -10.623 -10.095 18.358
H -9.575 -9.316 17.266
H -10.859 -11.929 16.813
H -9.382 -12.120 18.508
H -8.155 -11.385 17.473
H -7.953 -13.833 17.288
H -8.606 -13.258 15.773
H -10.798 -16.084 16.631
H -9.077 -16.148 17.063
H -9.596 -15.574 15.500
C 0.822 7.973 12.573
O -0.502 7.713 12.081
C -0.986 8.729 11.236
C -2.351 8.336 10.655
N -3.457 8.606 11.523
C -4.765 8.121 11.006
C -5.895 8.674 11.864
O -6.006 10.058 11.561
C -7.120 10.702 12.231
H 1.052 7.180 13.284
H 0.899 8.950 13.050
H 1.510 7.848 11.737
H -0.246 8.914 10.458
H -1.166 9.650 11.790
H -2.353 7.257 10.501
H -2.550 8.830 9.704
H -3.447 9.615 11.557
H -4.838 7.042 11.144
H -4.884 8.330 9.943
H -5.695 8.475 12.917
H -6.829 8.195 11.570
H -7.182 10.582 13.313
H -8.025 10.346 11.737
H -6.957 11.770 12.086
C -17.126 2.538 18.487
O -17.368 1.318 17.756
C -16.176 0.818 17.084
C -16.509 -0.433 16.284
N -17.572 -0.164 15.286
C -17.236 0.581 14.052
C -18.526 1.349 13.646
O -18.825 2.403 14.634
C -18.021 3.578 14.586
H -18.013 2.681 19.105
H -17.032 3.441 17.884
H -16.233 2.530 19.113
H -15.454 0.412 17.792
H -15.677 1.540 16.438
H -16.972 -1.167 16.944
H -15.573 -0.643 15.766
H -18.199 0.480 15.748
H -16.804 -0.018 13.250
H -16.400 1.265 14.198
H -19.394 0.696 13.548
H -18.371 1.786 12.659
H -16.978 3.380 14.833
H -18.450 4.321 15.259
H -18.079 4.052 13.606
C -1.138 3.584 7.510
O -2.545 3.159 7.478
C -2.884 2.312 8.567
C -4.269 1.726 8.384
N -5.229 2.838 8.522
C -6.606 2.382 8.331
C -7.558 3.571 8.188
O -7.273 4.493 7.121
C -7.625 4.032 5.793
H -1.032 4.347 6.739
H -0.449 2.763 7.312
H -0.830 4.114 8.411
H -2.882 2.885 9.495
H -2.147 1.512 8.639
H -4.477 0.937 9.106
H -4.263 1.196 7.431
H -4.986 3.554 7.852
H -6.833 1.840 9.250
H -6.658 1.752 7.443
H -7.622 4.256 9.033
H -8.563 3.183 8.025
H -7.059 3.120 5.599
H -7.462 4.776 5.014
H -8.700 3.848 5.783
C -1.233 -1.778 15.219
O 0.138 -1.739 15.684
C 0.625 -3.042 15.828
C 1.723 -3.173 16.893
N 1.078 -3.169 18.188
C 2.130 -3.048 19.244
C 1.566 -3.470 20.615
O 0.706 -2.473 21.133
C 0.072 -2.859 22.330
H -1.447 -2.562 14.494
H -1.445 -0.793 14.803
H -1.916 -1.909 16.058
H 1.016 -3.328 14.851
H -0.083 -3.857 15.979
H 2.463 -2.384 16.761
H 2.203 -4.143 16.765
H 0.474 -2.379 18.370
H 2.452 -2.007 19.236
H 2.952 -3.717 18.991
H 2.426 -3.491 21.285
H 1.170 -4.478 20.493
H -0.439 -1.959 22.673
H 0.823 -3.048 23.096
H -0.683 -3.638 22.223